P.
This record from the Open Molecules 2025 dataset describes 2 unconnected molecules or ions with the total composition C3H6O3. The level of theory is the ωB97M-V functional and the def2-TZVPD basis.

Geometry as XYZ:
```
12
Properties=species:S:1:pos:R:3:nbo_charge:R:1
O -1.68969 0.66612 0.45673 -0.685
C -0.47652 1.26823 0.36901 0.078
C 0.62448 0.72579 0.89736 -0.010
O 0.49570 -0.44412 1.62620 -0.736
H -1.55276 -0.09129 1.05343 0.492
H -0.49859 2.21042 -0.16755 0.192
H 1.60124 1.19942 0.83833 0.184
H 0.64166 -1.19726 1.02591 0.503
C 0.20623 -1.08128 -1.53100 0.291
O 0.54151 -1.95237 -0.75537 -0.559
H -0.76838 -0.56290 -1.47137 0.134
H 0.87513 -0.74076 -2.34169 0.116
```

Calculated values
HOMO level: -9.0306 eV
Orbital gap: 0.352 Eh
SMILES string: O/C=C\O.C=O


Q.
This record from the Open Molecules 2025 dataset describes a single C3H6O3 molecule. The level of theory is the ωB97M-V functional and the def2-TZVPD basis.

Geometry as XYZ:
```
12
Properties=species:S:1:pos:R:3:nbo_charge:R:1
O 1.52969 1.50502 0.11809 -0.525
C 1.05334 0.58793 0.74487 0.425
C 0.43902 -0.62587 0.04272 -0.064
O 0.63750 -0.48597 -1.34326 -0.718
C -1.06047 -0.64915 0.32760 -0.254
O -1.60132 0.70856 -0.43910 -0.766
H 1.02180 0.59219 1.85301 0.128
H 0.93250 -1.52980 0.44793 0.202
H 1.26525 0.25204 -1.44543 0.493
H -1.96987 -0.55573 -0.48560 0.406
H -1.23175 -0.46089 1.40103 0.188
H -1.01570 0.66167 -1.22187 0.485
```

Calculated values
HOMO level: -9.3317 eV
Orbital gap: 0.365 Eh
SMILES string: O=C[C@H](O)CO


R.
This record from the Open Molecules 2025 dataset describes a molecular structure, C3H6O3. The level of theory is the ωB97M-V functional and the def2-TZVPD basis.

Geometry as XYZ:
```
12
Properties=species:S:1:pos:R:3:nbo_charge:R:1
C -0.09252 0.31708 0.41825 -0.067
C 1.35294 0.47368 -0.02933 -0.639
C -0.95044 -0.29715 -0.59679 0.741
O -1.35840 -1.54820 -0.53071 -0.629
O -0.27539 -0.20392 1.70448 -0.695
O -1.51829 0.60661 -1.27229 -0.638
H -2.11840 -1.67385 -1.12112 0.503
H 0.55610 -0.54161 2.06243 0.473
H -0.75410 1.33495 -0.23129 0.307
H 1.86745 1.18608 0.61577 0.221
H 1.87298 -0.48996 0.03505 0.192
H 1.41807 0.83629 -1.05444 0.231
```

Calculated values
HOMO level: -8.9489 eV
Orbital gap: 0.351 Eh


S.
This record from the Open Molecules 2025 dataset describes a single C3H6O3 molecule. The level of theory is the ωB97M-V functional and the def2-TZVPD basis.

Geometry as XYZ:
```
12
Properties=species:S:1:pos:R:3:nbo_charge:R:1
C -1.57486 -1.00886 0.39857 -0.292
O -0.52346 -0.03640 0.54819 -0.532
C 0.55584 -0.34399 -0.19979 0.757
O 0.65086 -1.45243 -0.76328 -0.595
C 1.43800 0.88201 -0.38735 -0.189
O 0.85988 2.07369 0.23120 -0.717
H -1.41370 -1.57913 -0.55188 0.234
H -2.61563 -0.36206 0.41842 0.203
H -1.50278 -1.77275 1.32469 0.204
H 1.72776 0.95616 -1.49159 0.214
H 2.52838 0.83382 0.04648 0.222
H -0.13028 1.80995 0.42634 0.491
```

Calculated values
HOMO level: -10.5524 eV
Orbital gap: 0.415 Eh
SMILES string: COC(=O)CO


It turns out S is the most stable, with the second structure 0.0137 hartree higher.


P.
This record from the Open Molecules 2025 dataset describes 2 unconnected molecules or ions with the total composition C5H6ClN. The level of theory is the ωB97M-V functional and the def2-TZVPD basis.

Geometry as XYZ:
```
13
Properties=species:S:1:pos:R:3:nbo_charge:R:1
C -0.71331 -1.07575 1.00142 0.175
C 0.98722 1.22677 1.08379 -0.311
C -0.25019 1.25960 0.60752 -0.261
C 0.56050 -1.03935 -1.77744 -0.505
C -1.03102 0.13003 0.44172 -0.063
N -0.64928 -2.18946 1.17796 -0.243
Cl -2.58731 0.27898 -0.40208 0.044
H 1.62445 2.08333 1.23126 0.222
H 1.22237 0.20001 1.26839 0.197
H -0.82020 2.22196 0.46681 0.228
H 0.00663 -1.90496 -1.30301 0.185
H 1.54803 -0.95236 -1.44976 0.157
H 0.10211 -0.23879 -2.34658 0.175
```

Calculated values
HOMO level (spin up / spin down): -8.8426 / -8.6793 eV
Orbital gap (spin up / spin down): 0.264 / 0.324 Eh


Q.
This record from the Open Molecules 2025 dataset describes a single C5H6ClN molecule. The level of theory is the ωB97M-V functional and the def2-TZVPD basis.

Geometry as XYZ:
```
13
Properties=species:S:1:pos:R:3:nbo_charge:R:1
C 1.16463 1.45565 0.12596 -0.604
C 0.02902 1.40593 -0.47455 0.394
N -1.04798 1.12546 -0.96529 -0.411
C -1.37031 -0.39427 -0.90119 -0.271
C -0.75213 -0.83029 0.35477 -0.265
C 0.58900 -0.92485 0.56699 -0.221
Cl 1.11622 -1.20870 2.16510 -0.001
H 1.26377 1.37687 1.17971 0.253
H 2.20587 1.47115 -0.48069 0.251
H -2.39168 -0.40344 -0.98153 0.226
H -0.68828 -0.86752 -1.61600 0.214
H -1.43343 -1.00217 1.20013 0.218
H 1.31532 -1.20382 -0.17341 0.216
```

Calculated values
HOMO level: -8.8469 eV
Orbital gap: 0.357 Eh
SMILES string: C=C=NC/C=C/Cl


It turns out Q is the most stable, with the second structure 0.0457 hartree higher.


P.
This record from the Open Molecules 2025 dataset describes a gas-phase ion, C2H8N3S (charge +1). The level of theory is the ωB97M-V functional and the def2-TZVPD basis.

Geometry as XYZ:
```
14
Properties=species:S:1:pos:R:3:nbo_charge:R:1
N -1.01421 -1.82820 -0.32414 -0.752
C -1.00413 -0.49843 -0.15900 0.060
S -2.27779 0.43145 0.23727 -0.020
C 0.38652 0.11453 -0.25588 0.052
N 1.20440 -0.19957 0.80933 -0.838
N 0.41833 1.66027 -0.42012 -0.736
H -0.22945 -2.38905 -0.06796 0.401
H -1.80117 -2.39978 -0.04706 0.426
H 0.63412 -0.11857 -1.29175 0.243
H 1.87857 -0.87837 0.83488 0.414
H 0.77008 -0.11064 1.69143 0.393
H -0.55659 2.01180 -0.02974 0.455
H 1.00642 2.08627 0.32433 0.453
H 0.58490 2.11831 -1.30159 0.449
```

Calculated values
Charge: +1
HOMO level: -13.1878 eV
Orbital gap: 0.349 Eh
SMILES string: NC(=S)[C@H](N)[NH3+]


Q.
This record from the Open Molecules 2025 dataset describes 2 unconnected molecules or ions with the total composition C2H8N3S. The level of theory is the ωB97M-V functional and the def2-TZVPD basis.

Geometry as XYZ:
```
14
Properties=species:S:1:pos:R:3:nbo_charge:R:1
C 0.08507 0.72829 2.75249 -0.474
C 0.77091 0.07929 1.67492 0.098
N -0.87401 -0.00018 -1.44021 -0.913
N 0.59881 -0.30137 0.49249 -0.394
N 1.58633 -1.10888 -0.17539 -0.653
S 1.87275 0.23342 2.90884 0.312
H 0.01705 1.78702 2.43131 0.237
H -0.74968 0.44070 3.39325 0.271
H -0.69011 0.88639 -1.89797 0.435
H -0.14759 -0.70520 -1.71167 0.441
H -0.68944 -0.06668 -0.36588 0.464
H -1.76752 -0.30732 -1.78696 0.433
H 1.93568 -0.56038 -0.87091 0.362
H 2.17777 -1.46612 0.53173 0.380
```

Calculated values
Charge: +1
HOMO level: -13.1220 eV
Orbital gap: 0.358 Eh


It turns out P is the most stable, with the second structure 0.0746 hartree higher.


P.
This record from the Open Molecules 2025 dataset describes 2 unconnected molecules or ions with the total composition ClH3N2O2S. The level of theory is the ωB97M-V functional and the def2-TZVPD basis.

Geometry as XYZ:
```
9
Properties=species:S:1:pos:R:3:nbo_charge:R:1
N -0.03008 -0.12257 -0.68948 -0.343
N 1.00214 -0.55714 -0.13064 -0.277
O -2.05767 0.72509 1.37142 -0.944
O -3.83884 0.92065 -0.27541 -0.853
S -2.44736 0.62065 -0.20746 1.610
Cl -2.39839 -1.56638 -0.22461 -0.354
H -1.35272 0.30122 1.91170 0.535
H 0.19873 0.69190 -1.34011 0.315
H 0.70504 -1.39270 0.39798 0.311
```

Calculated values
HOMO level: -9.8548 eV
Orbital gap: 0.355 Eh


Q.
This record from the Open Molecules 2025 dataset describes a molecular structure, ClH3N2O2S. The level of theory is the ωB97M-V functional and the def2-TZVPD basis.

Geometry as XYZ:
```
9
Properties=species:S:1:pos:R:3:nbo_charge:R:1
N -1.52290 -0.19579 0.22903 -0.648
N -0.57553 0.40340 -0.54128 -0.637
O 1.78024 0.95828 -0.99819 -0.897
O 1.21728 0.62989 1.43458 -0.884
S 1.05267 0.34245 0.04350 2.170
Cl 1.39033 -1.60567 -0.02249 -0.237
H -1.27161 -1.05693 0.72824 0.365
H -1.86090 0.59834 0.86976 0.382
H -0.20958 -0.07396 -1.74314 0.386
```

Calculated values
HOMO level: -10.5768 eV
Orbital gap: 0.398 Eh


It turns out P is the most stable, with the second structure 0.0062 hartree higher.


P.
This record from the Open Molecules 2025 dataset describes a molecular structure, C5H6BeO4. The level of theory is the ωB97M-V functional and the def2-TZVPD basis.

Geometry as XYZ:
```
16
Properties=species:S:1:pos:R:3:nbo_charge:R:1
C -0.85539 -1.89263 -0.02462 -0.321
C 0.33082 -1.34106 0.33228 -0.002
O 0.45510 0.05467 0.08909 -0.701
C 1.66797 0.62578 -0.06786 0.962
O 2.70082 0.10698 -0.30080 -0.400
O 1.36173 1.94301 -0.04812 -0.794
Be -0.39873 1.41716 0.38689 1.769
H -1.02015 -2.91939 0.30055 0.280
H -1.69736 -1.30325 -0.38890 0.226
H 1.28329 -1.86680 0.31567 0.289
H -1.19097 -1.23137 2.34117 0.382
H 2.04748 2.53618 -0.39321 0.602
C -2.21608 -0.57735 2.31857 -0.578
C -2.10268 0.56021 1.69542 0.797
O -1.53699 1.40965 1.08468 -0.864
H -2.96827 -0.67894 3.10221 0.352
```

Calculated values
Charge: +2
HOMO level: -19.0523 eV
Orbital gap: 0.316 Eh


Q.
This record from the Open Molecules 2025 dataset describes a molecular structure, C5H6BeO4. The level of theory is the ωB97M-V functional and the def2-TZVPD basis.

Geometry as XYZ:
```
16
Properties=species:S:1:pos:R:3:nbo_charge:R:1
C 1.91085 0.60355 -0.01683 -0.361
C 0.90572 1.03245 0.73666 0.057
O -0.41199 0.90788 0.25014 -0.696
C -1.38180 1.75372 0.66807 0.963
O -1.28657 2.70926 1.35183 -0.398
O -2.46378 1.28753 0.00685 -0.793
Be -1.33989 -0.06637 -0.63377 1.765
H 2.89765 0.55791 0.44092 0.285
H 1.76181 0.04230 -0.93936 0.204
H 0.97593 1.60849 1.65633 0.277
H 1.65941 -2.42266 -0.17259 0.352
H -3.25040 1.85430 0.03884 0.603
C 0.73460 -2.82725 -0.64913 -0.533
C -0.18326 -1.99267 -1.02193 0.782
O -1.01648 -1.16320 -1.17134 -0.869
H 0.48820 -3.88525 -0.54467 0.363
```

Calculated values
Charge: +2
HOMO level: -19.0975 eV
Orbital gap: 0.337 Eh


It turns out Q is the most stable, with the second structure 0.0211 hartree higher.


P.
This record from the Open Molecules 2025 dataset describes a single C21H29N3O2 molecule. The level of theory is the ωB97M-V functional and the def2-TZVPD basis.

Geometry as XYZ:
```
55
Properties=species:S:1:pos:R:3:nbo_charge:R:1
C -2.14521 -2.42424 2.80377 -0.636
C -0.95808 -2.77015 1.91776 -0.073
O -1.13389 -2.31750 0.57361 -0.527
C -0.80584 -1.05010 0.30996 0.841
O -0.43389 -0.27642 1.15376 -0.619
C -0.97649 -0.71117 -1.16682 -0.158
C -2.47561 -0.40567 -1.41235 -0.417
C -3.01946 0.64453 -0.48626 0.068
C -2.92190 1.99557 -0.79562 -0.235
C -3.38702 2.95678 0.08413 -0.207
C -3.96252 2.58015 1.28505 -0.218
C -4.08526 1.23642 1.59316 -0.191
C -3.62014 0.27825 0.71103 -0.247
C -0.54401 -1.88539 -2.05177 -0.385
C 0.95511 -2.11787 -1.90731 -0.406
C 1.71763 -0.83617 -2.22119 -0.215
N 1.29809 0.22640 -1.32777 -0.456
C 2.12157 1.41307 -1.48436 -0.217
C 1.99124 2.39951 -0.32182 -0.415
C 2.12960 1.70486 1.03685 -0.220
N 3.34895 0.95183 1.11799 -0.164
C 3.48373 -0.38125 1.00516 -0.042
C 4.83055 -0.65673 1.07801 -0.361
C 5.43170 0.59859 1.23258 -0.063
N 4.52371 1.55671 1.25117 -0.279
C -0.11330 0.51315 -1.49407 -0.225
H -1.98841 -2.84137 3.79457 0.220
H -3.06125 -2.83860 2.38869 0.207
H -2.24344 -1.34473 2.88749 0.227
H -0.04674 -2.31898 2.32412 0.198
H -0.83260 -3.85220 1.83436 0.190
H -3.03364 -1.33540 -1.28105 0.222
H -2.58743 -0.08167 -2.44978 0.219
H -2.48568 2.29882 -1.73671 0.208
H -3.30045 4.00339 -0.16941 0.213
H -4.32094 3.33029 1.97421 0.214
H -4.54610 0.93406 2.52245 0.211
H -3.73108 -0.76971 0.94834 0.209
H -0.77482 -1.64151 -3.09209 0.203
H -1.09718 -2.78506 -1.78094 0.226
H 1.28061 -2.91150 -2.58205 0.215
H 1.18185 -2.42579 -0.88552 0.200
H 1.55284 -0.56197 -3.28124 0.157
H 2.78846 -1.00210 -2.07745 0.210
H 1.89791 1.93866 -2.43147 0.170
H 3.16130 1.07930 -1.53266 0.208
H 2.78021 3.14625 -0.42679 0.224
H 1.03044 2.91404 -0.34947 0.205
H 2.13426 2.45929 1.82815 0.213
H 1.29420 1.02001 1.18603 0.252
H 2.63049 -1.01555 0.88041 0.223
H 5.31142 -1.61276 1.03171 0.224
H 6.47273 0.83602 1.33170 0.204
H -0.33528 0.83686 -2.52972 0.167
H -0.38096 1.31875 -0.81057 0.233
```

Calculated values
HOMO level: -8.6645 eV
Orbital gap: 0.346 Eh
SMILES string: CCOC(=O)[C@]1(Cc2ccccc2)CCCN(CCCn2cccn2)C1


Q.
This record from the Open Molecules 2025 dataset describes a single C21H29N3O2 molecule. The level of theory is the ωB97M-V functional and the def2-TZVPD basis.

Geometry as XYZ:
```
55
Properties=species:S:1:pos:R:3:nbo_charge:R:1
C 0.94596 3.22840 0.54643 -0.642
C -0.13772 2.31688 1.09035 -0.070
O -0.41700 1.30642 0.11946 -0.536
C -1.06239 0.22187 0.55208 0.842
O -1.42865 0.08043 1.69203 -0.612
C -1.28888 -0.78068 -0.56996 -0.181
C -2.27062 -0.13272 -1.57602 -0.399
C -3.52491 0.35704 -0.90913 -0.046
C -3.60654 1.66122 -0.43700 -0.209
C -4.73970 2.10747 0.21818 -0.202
C -5.81431 1.25537 0.40539 -0.216
C -5.75204 -0.03981 -0.07779 -0.224
C -4.61639 -0.48392 -0.73152 -0.155
C -1.85482 -2.08517 0.00251 -0.396
C -0.80214 -2.83100 0.81989 -0.428
C 0.46389 -3.04342 -0.01477 -0.216
N 1.02080 -1.80947 -0.54008 -0.452
C 1.73980 -1.00086 0.42471 -0.241
C 3.09768 -1.62259 0.76582 -0.410
C 4.06378 -0.56387 1.30972 -0.207
N 4.46530 0.36036 0.28591 -0.161
C 5.45894 0.20244 -0.60936 -0.046
C 5.43558 1.30160 -1.43611 -0.342
C 4.37105 2.07348 -0.95698 -0.057
N 3.79605 1.48987 0.07865 -0.289
C 0.03560 -1.09232 -1.31231 -0.193
H 0.62974 3.65905 -0.40022 0.204
H 1.86774 2.67068 0.39227 0.246
H 1.13127 4.03077 1.25481 0.213
H 0.17793 1.83256 2.02070 0.195
H -1.06421 2.86746 1.29384 0.181
H -2.51724 -0.87355 -2.34018 0.217
H -1.76104 0.70445 -2.05744 0.224
H -2.77608 2.33496 -0.59239 0.211
H -4.78574 3.12368 0.58253 0.211
H -6.69864 1.60151 0.91981 0.212
H -6.59101 -0.70759 0.05471 0.211
H -4.58042 -1.49400 -1.11375 0.200
H -2.18153 -2.71797 -0.82677 0.197
H -2.71692 -1.86175 0.63282 0.236
H -1.19697 -3.79780 1.13677 0.210
H -0.57011 -2.25558 1.71631 0.216
H 0.22561 -3.67858 -0.87530 0.188
H 1.22911 -3.55045 0.57442 0.198
H 1.17694 -0.83106 1.35530 0.174
H 1.91804 -0.02717 -0.03742 0.228
H 2.98768 -2.40845 1.51375 0.204
H 3.51454 -2.06647 -0.14007 0.216
H 3.57569 0.01067 2.10066 0.222
H 4.95924 -1.04395 1.71424 0.210
H 6.10220 -0.65431 -0.59164 0.217
H 6.08617 1.51943 -2.25768 0.229
H 4.00991 3.01639 -1.31721 0.209
H -0.21147 -1.71623 -2.17893 0.195
H 0.48126 -0.16375 -1.67400 0.216
```

Calculated values
HOMO level: -8.1673 eV
Orbital gap: 0.331 Eh
SMILES string: CCOC(=O)[C@]1(Cc2ccccc2)CCCN(CCCn2cccn2)C1


It turns out P is the most stable, with the second structure 0.0100 hartree higher.